# 1
Here is C21H54N2O7 as an isolated structure from the Open Molecules 2025 dataset. Energies are from the ωB97M-V functional and the def2-TZVPD basis.

The spin multiplicity is 1. The HOMO energy is -8.201 eV. Its total charge is 0.

Each line ends with the Mulliken charge.
Atoms and positions in Å:
C (1.3870, -0.5813, -1.2804)  -1.1514
C (0.9720, -0.3927, 0.1773)  0.4916
C (0.3713, 0.9803, 0.5821)  0.5295
O (0.0296, -1.3692, 0.4747)  -0.8985
H (2.4107, -0.2563, -1.4663)  1.3400
H (0.7971, 0.1156, -1.8757)  0.5723
H (1.3058, -1.5828, -1.7028)  -1.1564
H (1.8608, -0.5811, 0.7794)  0.3171
H (0.3415, 0.9715, 1.6717)  -2.2876
H (-0.6340, 0.9982, 0.1611)  -0.7228
H (1.0557, 1.6776, 0.0990)  0.4858
H (-0.1942, -1.0794, 1.3621)  0.9353
C (-1.0390, -1.3526, -1.9228)  1.5747
C (-2.3918, -2.0494, -1.9469)  0.2797
C (-3.4748, -1.3039, -1.0361)  -1.1361
O (-2.9137, -1.7921, -3.2156)  -0.5908
H (-1.1165, -0.2751, -1.7773)  -0.9014
H (-0.4010, -1.5742, -2.7783)  -0.5059
H (-0.3612, -1.4554, -1.0754)  -0.6319
H (-2.3367, -3.1068, -1.6882)  0.3805
H (-4.4343, -1.8166, -0.9691)  0.4835
H (-3.6518, -0.2420, -1.2066)  0.2499
H (-3.1235, -1.2722, -0.0048)  0.2753
H (-2.4638, -2.4584, -3.7403)  0.3679
C (1.8456, 3.4695, 2.5529)  -1.5348
C (0.4202, 2.6788, 2.7159)  3.5207
C (-0.3900, 3.0865, 3.9336)  -1.5527
O (-0.4150, 2.8700, 1.5871)  -0.6439
H (2.4877, 2.9650, 1.8309)  0.3539
H (2.4775, 3.5828, 3.4338)  0.3706
H (1.6585, 4.5372, 2.4380)  0.4269
H (0.5703, 1.6001, 2.6716)  -0.7015
H (-1.3108, 2.5323, 4.1161)  0.3195
H (-0.6140, 4.1517, 3.9900)  0.3373
H (0.0806, 2.7938, 4.8722)  0.3429
H (-1.0851, 2.2031, 1.7540)  0.5929
C (-3.2980, 2.4874, 1.2257)  -0.9421
O (-2.4850, 1.6638, 2.0762)  -0.4910
C (-2.7713, 0.2618, 1.8461)  -0.1683
C (-2.0063, -0.6638, 2.8558)  -0.9077
N (-0.5734, -0.8273, 2.4911)  0.1310
C (-0.0126, -1.8259, 3.3950)  -0.9218
C (1.4813, -1.4756, 3.3799)  -0.4056
O (1.5674, -0.1662, 3.9745)  -0.3651
C (2.6398, 0.6555, 3.6810)  -0.5540
H (-2.9847, 3.5296, 1.1634)  0.3101
H (-4.3875, 2.4901, 1.2604)  0.3718
H (-3.0059, 2.1858, 0.2199)  0.1442
H (-2.6528, -0.0124, 0.7979)  -0.7621
H (-3.8363, 0.0437, 1.9257)  0.7193
H (-2.4705, -1.6471, 2.7798)  0.5244
H (-2.0676, -0.5191, 3.9344)  0.4794
H (0.0649, -0.0526, 2.6025)  -0.4348
H (-0.2036, -2.8018, 2.9486)  0.4195
H (-0.4722, -1.8354, 4.3833)  0.4334
H (1.8991, -1.4785, 2.3732)  0.0960
H (2.0391, -2.1420, 4.0378)  0.5405
H (2.4715, 0.9957, 2.6592)  0.2131
H (3.6205, 0.1994, 3.8161)  0.3595
H (2.6895, 1.5505, 4.3011)  0.2582
C (-1.1994, 2.3425, -2.8108)  -0.9953
O (-0.2518, 1.3097, -3.2722)  -0.0883
C (0.8747, 1.6411, -4.1809)  -0.8693
C (1.9856, 0.6541, -3.8209)  -0.4113
N (1.4616, -0.7013, -4.2678)  -0.4303
C (2.3670, -1.7817, -3.7236)  -0.2879
C (1.7522, -3.1924, -3.7642)  -0.9765
O (0.9102, -3.4776, -2.6777)  -0.2773
C (1.6344, -4.0395, -1.5585)  -0.9240
H (-1.1356, 3.1536, -3.5362)  0.4899
H (-1.0759, 2.7730, -1.8170)  0.2453
H (-2.2527, 2.0687, -2.8721)  0.2528
H (1.2229, 2.6573, -3.9962)  0.5183
H (0.3814, 1.3879, -5.1194)  0.3451
H (2.2201, 0.9041, -2.7862)  0.1917
H (2.7820, 0.9781, -4.4909)  0.5744
H (0.5493, -0.8387, -3.8568)  0.5129
H (2.5855, -1.5796, -2.6750)  0.5064
H (3.2806, -1.8269, -4.3164)  0.5706
H (2.6203, -3.8514, -3.7488)  0.5302
H (1.1422, -3.3570, -4.6524)  0.3895
H (2.5121, -3.4683, -1.2560)  0.3951
H (1.7287, -5.1134, -1.7191)  0.3819
H (0.9388, -3.9304, -0.7265)  0.1760


# 2
Here is C21H55NO11PRb4 as an isolated structure from the Open Molecules 2025 dataset. Energies are from the ωB97M-V functional and the def2-TZVPD basis.

The spin multiplicity is 1. The HOMO energy is -9.979 eV. Its total charge is +1.

Each line ends with the Mulliken charge.
Atoms and positions in Å:
Rb (0.1609, -4.3893, 2.2352)  0.9879
Rb (-1.9872, -3.4091, -0.4487)  1.1638
Rb (-1.8304, 0.8895, 2.0513)  1.0711
Rb (2.7461, -0.4938, -0.8308)  0.9772
P (0.2103, -1.3505, 0.8240)  -3.7144
O (0.8226, 0.0116, 1.3289)  0.2713
O (1.2697, -2.4371, 0.5142)  0.0817
O (-0.5343, -0.9128, -0.4542)  -0.1553
O (-0.7901, -1.8637, 1.8779)  -0.3224
C (-0.5399, -1.0143, -4.6611)  -1.9312
C (-0.3871, 0.5016, -4.5841)  1.1440
C (-1.5136, 1.1581, -5.3863)  -1.0900
C (-1.5590, 2.6771, -5.2693)  -0.7077
C (-1.8023, 3.0082, -3.7878)  -1.1093
C (-0.7577, 2.3676, -2.8288)  1.5712
N (-0.4615, 0.9868, -3.2045)  0.9858
O (0.4827, 0.3416, -2.3715)  0.0724
C (0.5229, 3.2567, -2.9160)  -2.0569
C (-1.3972, 2.4329, -1.4448)  -0.7094
C (0.9582, 0.9203, -5.2131)  -1.6478
H (-1.5304, -1.2776, -4.2915)  0.2614
H (0.1997, -1.4452, -3.9803)  0.2960
H (-0.2451, -1.3172, -5.6623)  0.5077
H (-1.4847, 0.7985, -6.4163)  0.4348
H (-2.4371, 0.7418, -4.9629)  0.2411
H (-2.4373, 3.0471, -5.8057)  0.4320
H (-0.7261, 3.2324, -5.6966)  0.3965
H (-2.8069, 2.7085, -3.4922)  0.3844
H (-1.6638, 4.0906, -3.7431)  0.3716
H (1.3294, 2.6029, -2.5857)  0.2972
H (0.7359, 3.6164, -3.9200)  0.4582
H (0.4295, 4.1427, -2.2932)  0.3493
H (-2.3541, 1.9032, -1.4523)  0.0477
H (-0.9110, 1.8299, -0.6523)  -0.5075
H (-1.3610, 3.4413, -1.0369)  0.3930
H (1.7912, 0.3757, -4.7524)  0.3071
H (1.1881, 1.9765, -5.1128)  0.2895
H (1.0668, 0.7086, -6.2820)  0.4203
H (-0.0867, -0.0304, -1.6565)  0.5463
C (4.5221, -3.7147, 1.7541)  -0.4879
C (3.8458, -4.6328, 0.7322)  -0.0784
O (3.2708, -3.8782, -0.3155)  -0.5566
H (4.6668, -4.2329, 2.7043)  0.3563
H (3.8986, -2.8303, 1.8800)  -0.0673
H (5.5005, -3.3992, 1.3922)  0.2674
H (3.0683, -5.2305, 1.2417)  -0.0755
H (4.5136, -5.3876, 0.3183)  0.3455
H (2.4489, -3.4331, -0.0194)  0.5488
C (-4.5676, -2.0926, 4.7417)  -1.2573
C (-3.5792, -3.0995, 4.1887)  0.5932
O (-4.1931, -4.2904, 3.7001)  -0.5373
H (-5.2600, -2.5633, 5.4452)  0.3525
H (-5.1289, -1.5646, 3.9674)  0.2995
H (-4.1449, -1.2964, 5.3595)  0.3332
H (-2.9834, -3.4374, 5.0449)  0.2099
H (-2.9626, -2.5626, 3.4611)  -0.1826
H (-3.5206, -4.7663, 3.2128)  0.2513
C (-5.1859, 0.2326, -1.5941)  -1.5196
C (-3.8257, -0.3696, -1.8116)  0.7139
O (-3.1280, -0.5845, -0.5843)  -0.2602
H (-5.8606, -0.4101, -1.0287)  0.3810
H (-5.6918, 0.4204, -2.5432)  0.3735
H (-5.0994, 1.2060, -1.1083)  0.3146
H (-3.1979, 0.2276, -2.4827)  -0.3087
H (-3.8803, -1.3295, -2.3496)  0.1791
H (-2.1530, -0.6142, -0.6944)  0.2837
C (5.1214, 1.0088, 3.2476)  -1.4734
C (3.6706, 1.0644, 2.7805)  0.4041
O (3.3036, -0.1902, 2.2715)  -0.2159
H (5.4169, 1.8963, 3.8044)  0.3791
H (5.7749, 0.9214, 2.3760)  0.3118
H (5.2887, 0.1263, 3.8679)  0.3516
H (3.6370, 1.9160, 2.0912)  -0.0751
H (3.0429, 1.3493, 3.6330)  0.2478
H (2.3614, -0.1777, 1.9726)  0.0815
C (1.3496, 4.6021, 0.3612)  -1.5849
C (1.5177, 3.1065, 0.4287)  1.4247
O (0.7320, 2.5718, 1.4894)  -0.4870
H (0.4133, 4.9749, -0.0594)  0.2928
H (2.1217, 5.0337, -0.2828)  0.3707
H (1.4251, 5.0679, 1.3447)  0.3936
H (2.5591, 2.8052, 0.6119)  -0.1010
H (1.2229, 2.6161, -0.5052)  -0.5976
H (0.7585, 1.5898, 1.3577)  0.2162
C (1.4050, -1.6953, 5.0940)  -0.8736
C (0.4758, -0.5430, 4.7334)  0.1415
O (-0.7949, -1.0172, 4.3582)  -0.4931
H (0.9736, -2.2675, 5.9238)  0.3422
H (2.3806, -1.3581, 5.4419)  0.3975
H (1.4847, -2.4492, 4.2992)  -0.0915
H (0.9777, 0.1198, 4.0231)  -0.1233
H (0.4200, 0.0142, 5.6755)  0.4212
H (-0.7213, -1.2800, 3.4119)  0.0594


Number 1: electronic energy -1468.275345 a.u.. Number 2: electronic energy -2153.264776 a.u..